C37H40CaO2P2 as an isolated structure at a distorted geometry. Source: the Open Molecules 2025 dataset; level of theory: wB97M-V/def2-TZVPD.

XYZ file:
```
82
Properties=species:S:1:pos:R:3:forces:R:3
Ca -0.291 1.726 1.160 0.761 -1.202 1.353
C -1.790 1.246 -3.079 -0.571 -0.437 -0.211
C -1.762 -0.053 -2.768 -0.682 0.235 -0.328
C -1.201 -1.112 -3.652 0.242 -0.633 -0.178
C 0.246 -0.850 -4.144 -0.252 -0.349 -0.119
C 1.100 0.073 -3.306 0.355 0.257 -0.620
C 1.172 1.399 -3.486 0.533 -0.701 -0.474
C 0.246 2.240 -4.305 -0.096 0.336 -0.336
C -1.242 1.822 -4.336 0.169 0.271 -0.648
C 1.571 -0.050 2.751 -0.139 0.322 1.560
H -2.370 1.958 -2.504 0.131 -0.309 0.116
H -2.272 -0.458 -1.899 0.066 0.466 -0.051
H -1.856 -1.251 -4.538 0.268 0.062 0.408
H -1.210 -2.075 -3.112 -0.105 0.387 -0.188
H 0.761 -1.825 -4.184 -0.121 0.350 -0.057
H 0.185 -0.503 -5.188 0.233 0.131 0.384
H 1.787 -0.440 -2.628 -0.060 0.427 -0.401
H 2.071 1.941 -3.195 -0.452 -0.288 0.505
H 0.611 2.306 -5.347 -0.080 -0.002 0.268
H 0.317 3.269 -3.918 -0.046 -0.189 -0.046
H -1.823 2.728 -4.567 0.134 -0.312 -0.124
H -1.401 1.122 -5.162 0.010 0.048 0.012
H 0.757 0.671 3.011 0.463 -0.624 -0.226
H 2.380 0.192 3.488 -0.471 -0.442 -0.622
H 1.156 -1.063 2.939 0.308 0.624 -0.040
P -1.523 -0.883 0.784 1.970 0.423 -0.421
P 2.271 -0.028 1.123 -1.764 -1.509 -2.727
C -0.092 -1.157 -0.267 -4.018 -0.742 0.052
C 1.251 -0.809 -0.141 3.372 0.611 2.559
C -2.568 -2.366 0.895 -0.660 -0.593 -0.077
C -2.698 -3.314 -0.141 -0.176 0.156 0.643
C -3.460 -4.472 0.067 0.093 0.171 0.054
C -4.092 -4.701 1.298 0.106 0.419 0.227
C -3.988 -3.744 2.327 0.024 -0.256 -0.507
C -3.243 -2.585 2.118 0.349 0.114 -0.297
C -2.658 0.443 0.154 -0.505 0.334 -1.355
C -2.148 1.713 -0.295 -0.497 -0.335 0.284
C -2.912 2.888 -0.196 -0.192 -0.538 -0.491
C -4.281 2.753 0.035 0.057 0.315 0.215
C -4.852 1.484 0.173 0.023 -0.182 0.038
C -4.062 0.333 0.223 0.338 0.660 0.814
C 3.778 -1.037 1.260 0.994 -0.191 0.035
C 3.567 -2.366 1.679 0.275 0.131 0.057
C 4.650 -3.225 1.886 -0.200 0.336 -0.039
C 5.954 -2.772 1.651 -0.330 0.176 -0.052
C 6.162 -1.476 1.167 -0.051 -0.153 0.107
C 5.084 -0.601 0.976 -0.264 -0.336 0.222
C 2.691 1.689 0.682 0.705 -0.174 0.312
C 2.860 2.787 1.564 -0.440 0.016 0.162
C 3.007 4.086 1.053 -0.165 0.140 -0.376
C 3.007 4.302 -0.329 0.079 0.451 0.369
C 2.886 3.219 -1.206 0.123 -0.498 0.273
C 2.744 1.932 -0.697 0.008 0.761 -0.648
H -0.354 -1.884 -1.059 0.600 0.676 0.086
H 1.908 -1.317 -0.872 -0.158 0.742 0.365
H -2.196 -3.145 -1.097 -0.158 -0.127 0.259
H -3.554 -5.195 -0.747 0.001 0.167 0.314
H -4.667 -5.616 1.467 0.207 0.325 -0.133
H -4.483 -3.890 3.292 0.144 -0.039 -0.398
H -3.156 -1.824 2.901 -0.094 -0.311 -0.254
H -1.188 1.735 -0.882 -0.632 -0.123 0.754
H -2.458 3.874 -0.390 -0.339 -0.533 -0.095
H -4.902 3.648 0.075 0.077 -0.262 0.052
H -5.934 1.387 0.297 0.334 0.086 -0.148
H -4.510 -0.647 0.408 0.112 0.374 -0.018
H 2.546 -2.718 1.865 0.352 0.128 -0.146
H 4.460 -4.238 2.245 0.149 0.302 -0.112
H 6.795 -3.435 1.860 -0.185 0.229 -0.190
H 7.178 -1.143 0.956 -0.252 -0.034 0.041
H 5.263 0.417 0.627 -0.089 -0.235 0.101
H 2.885 2.616 2.641 0.106 0.091 -0.191
H 3.128 4.944 1.725 -0.077 -0.455 -0.203
H 3.107 5.312 -0.741 -0.045 -0.384 0.294
H 2.907 3.383 -2.284 0.077 0.008 0.364
H 2.622 1.101 -1.385 -0.071 0.033 0.179
C -1.121 0.046 5.298 0.152 -0.238 0.695
C -1.807 0.437 4.019 -0.430 0.944 -1.680
O -2.990 0.157 3.822 0.799 -0.032 0.338
O -1.088 1.115 3.142 -0.319 0.326 0.854
H -1.843 0.111 6.114 0.065 0.070 -0.057
H -0.250 0.657 5.528 -0.051 0.163 -0.104
H -0.776 -0.992 5.299 -0.128 -0.022 -0.338
```
Positions in Å, forces in eV/Å.

## Properties
Kohn-Sham gap (alpha / beta) = 3.925 / 3.936 eV
energy relative to the best compared isomer or geometry (same formula, charge and spin) = 0.0 kcal/mol

Atom charges from the Löwdin analysis, given in e for atoms 1 to 4:
1. Ca 1.327
2. C -0.121
3. C -0.116
4. C -0.185